No. 1
{
  "formula": "H12O6",
  "method": "wB97M-V/def2-TZVPD",
  "elements": ["O", "H", "H", "O", "H", "H", "O", "H", "H", "O", "H", "H", "O", "H", "H", "O", "H", "H"],
  "coordinates": [[-2.363, -2.461, -0.568], [-1.904, -1.893, -1.197], [-2.223, -3.355, -0.893], [-0.882, -1.361, 2.149], [-0.074, -1.396, 2.672], [-0.844, -2.126, 1.562], [-0.676, 2.274, -2.128], [-0.524, 1.566, -1.477], [-0.604, 1.849, -2.986], [-0.028, 0.378, -0.174], [0.814, -0.082, -0.307], [-0.508, -0.144, 0.484], [2.732, -0.415, -0.312], [3.043, -1.023, -0.990], [3.502, -0.226, 0.232], [0.564, 2.870, 1.270], [-0.030, 3.284, 1.902], [0.008, 2.261, 0.761]],
  "lowdin_charge": [-0.0473, 0.0345, 0.0386, -0.0475, 0.0510, 0.0299, -0.0762, -0.0215, 0.0213, -0.0633, 0.0219, 0.0254, -0.0347, 0.0526, 0.0573, -0.0683, 0.0285, -0.0024],
  "lumo_ev": 0.126,
  "orbital_gap_ev": 10.633,
  "de_lowest_kj_mol": 104.7,
  "molar_mass_g_mol": 108.09,
  "largest_force_ev_per_a": 0.5,
  "smiles": "O.O.O.O.O.O",
  "homo_ev": -10.51,
  "multiplicity": 1
}

No. 2
{
  "formula": "H12O6",
  "method": "wB97M-V/def2-TZVPD",
  "elements": ["O", "H", "H", "O", "H", "H", "O", "H", "H", "O", "H", "H", "O", "H", "H", "O", "H", "H"],
  "coordinates": [[-0.613, 0.340, -0.736], [-0.212, -0.525, -0.651], [-0.441, 0.768, 0.103], [2.518, -1.463, -0.994], [3.475, -1.482, -0.991], [2.296, -0.649, -1.445], [-3.277, 0.441, 1.031], [-3.110, 1.098, 1.708], [-2.780, 0.747, 0.272], [1.300, -1.211, 1.616], [1.754, -1.751, 0.969], [1.086, -1.816, 2.326], [1.104, 1.435, 1.661], [1.109, 0.484, 1.773], [0.718, 1.770, 2.471], [-2.011, 0.730, -3.002], [-1.369, 0.593, -2.305], [-1.548, 0.491, -3.805]],
  "lowdin_charge": [-0.0353, 0.0494, 0.0262, -0.0351, 0.0506, 0.0467, -0.0491, 0.0266, 0.0073, -0.0352, 0.0258, 0.0660, -0.0587, -0.0376, 0.0370, -0.0669, -0.0405, 0.0226],
  "lumo_ev": 0.187,
  "orbital_gap_ev": 10.831,
  "de_lowest_kj_mol": 102.6,
  "molar_mass_g_mol": 108.09,
  "largest_force_ev_per_a": 0.9,
  "smiles": "O.O.O.O.O.O",
  "homo_ev": -10.64,
  "multiplicity": 1
}

No. 3
{
  "formula": "H12O6",
  "method": "wB97M-V/def2-TZVPD",
  "elements": ["O", "H", "H", "O", "H", "H", "O", "H", "H", "O", "H", "H", "O", "H", "H", "O", "H", "H"],
  "coordinates": [[2.754, 0.209, -0.147], [2.502, -0.717, -0.209], [3.675, 0.408, -0.440], [2.614, 0.970, -2.858], [2.554, 0.871, -1.915], [1.741, 1.187, -3.170], [-0.715, -1.281, 2.511], [0.201, -1.475, 2.767], [-0.937, -1.855, 1.782], [-3.672, -0.442, 1.195], [-3.714, -1.373, 0.991], [-2.851, -0.335, 1.753], [-1.832, 0.989, -1.574], [-1.634, 0.093, -1.818], [-1.252, 1.115, -0.839], [-0.045, 0.842, 0.520], [0.906, 0.752, 0.414], [-0.297, 0.045, 1.039]],
  "lowdin_charge": [-0.0599, 0.0668, 0.0948, -0.0485, -0.0373, 0.0314, -0.0411, 0.0679, 0.0413, -0.0627, 0.0176, 0.0395, -0.0543, 0.0125, -0.0430, -0.0518, 0.0066, 0.0203],
  "lumo_ev": -0.366,
  "orbital_gap_ev": 10.190,
  "de_lowest_kj_mol": 152.2,
  "molar_mass_g_mol": 108.09,
  "largest_force_ev_per_a": 1.8,
  "smiles": "O.O.O.O.O.O",
  "homo_ev": -10.56,
  "multiplicity": 1
}

No. 4
{
  "formula": "H12O6",
  "method": "wB97M-V/def2-TZVPD",
  "elements": ["O", "H", "H", "O", "H", "H", "O", "H", "H", "O", "H", "H", "O", "H", "H", "O", "H", "H"],
  "coordinates": [[-1.655, -1.819, 1.658], [-2.505, -1.557, 1.884], [-1.326, -0.928, 1.456], [-0.322, 0.330, 0.442], [0.389, 1.013, 0.327], [-1.180, 0.701, 0.376], [0.726, -2.123, -0.112], [1.665, -1.951, -0.021], [0.385, -1.287, 0.171], [1.935, 1.898, -1.221], [1.224, 2.141, -1.829], [2.107, 2.750, -0.791], [3.025, -0.573, -0.919], [2.727, 0.334, -0.959], [3.648, -0.411, -1.637], [-3.329, 0.653, 0.452], [-3.375, -0.055, -0.165], [-4.139, 0.882, 0.882]],
  "lowdin_charge": [-0.0280, -0.0203, -0.0053, -0.0491, 0.0766, 0.0018, -0.0659, -0.0003, -0.0528, -0.0393, 0.0754, 0.0763, -0.0540, -0.0306, 0.0464, -0.0155, 0.0412, 0.0433],
  "lumo_ev": -0.060,
  "orbital_gap_ev": 9.450,
  "de_lowest_kj_mol": 175.2,
  "molar_mass_g_mol": 108.09,
  "largest_force_ev_per_a": 3.0,
  "smiles": "O.O.O.O.O.O",
  "homo_ev": -9.51,
  "multiplicity": 1
}

No. 5
{
  "formula": "H12O6",
  "method": "wB97M-V/def2-TZVPD",
  "elements": ["O", "H", "H", "O", "H", "H", "O", "H", "H", "O", "H", "H", "O", "H", "H", "O", "H", "H"],
  "coordinates": [[-10.409, 13.908, 16.404], [-10.596, 13.726, 17.333], [-9.727, 13.268, 16.158], [-12.494, 15.702, 15.645], [-13.231, 15.168, 15.957], [-11.701, 15.172, 15.842], [-9.116, 14.837, 14.030], [-8.217, 14.809, 14.385], [-9.693, 14.746, 14.808], [-6.203, 17.242, 12.985], [-6.995, 17.522, 12.513], [-6.525, 16.632, 13.664], [-6.705, 15.846, 15.600], [-7.004, 16.476, 16.267], [-5.740, 15.894, 15.631], [-11.219, 13.840, 12.543], [-10.472, 14.360, 12.907], [-11.927, 14.480, 12.410]],
  "lowdin_charge": [-0.0520, 0.0751, 0.0736, -0.0685, 0.0330, -0.0164, -0.0541, 0.0241, 0.0103, -0.0666, 0.0374, -0.0151, -0.0468, 0.0668, 0.0650, -0.0826, -0.0117, 0.0284],
  "lumo_ev": 0.005,
  "orbital_gap_ev": 10.514,
  "de_lowest_kj_mol": 116.8,
  "molar_mass_g_mol": 108.09,
  "largest_force_ev_per_a": 0.7,
  "smiles": "O.O.O.O.O.O",
  "homo_ev": -10.51,
  "multiplicity": 1
}

No. 6
{
  "formula": "H12O6V",
  "method": "wB97M-V/def2-TZVPD",
  "elements": ["V", "O", "H", "H", "O", "H", "H", "O", "H", "H", "O", "H", "H", "O", "H", "H", "O", "H", "H"],
  "coordinates": [[-0.070, 0.123, 0.177], [1.660, 0.306, 1.255], [2.233, 0.994, 0.935], [2.167, -0.501, 1.394], [-1.548, -0.387, -1.161], [-2.307, -0.906, -0.848], [-1.856, 0.213, -1.846], [-1.325, 0.113, 1.791], [-2.276, 0.020, 1.677], [-1.181, -0.637, 2.391], [1.276, 0.083, -1.469], [1.953, 0.721, -1.480], [1.523, -0.502, -2.173], [-0.256, 2.202, -0.265], [-1.141, 2.597, -0.298], [0.203, 2.641, -1.004], [0.188, -1.968, 0.427], [0.789, -2.607, 0.878], [-0.033, -2.498, -0.387]],
  "mulliken_spin": [2.0298, -0.0214, 0.0028, 0.0019, -0.0157, 0.0016, 0.0033, -0.0172, 0.0021, 0.0042, 0.0035, 0.0008, -0.0001, -0.0079, 0.0029, 0.0027, 0.0044, 0.0017, 0.0005],
  "s2": 2.0059,
  "lumo_ev": [-15.623, -14.512],
  "orbital_gap_ev": [9.696, 11.583],
  "charge": 3,
  "de_lowest_kj_mol": 35.2,
  "molar_mass_g_mol": 159.03,
  "largest_force_ev_per_a": 2.4,
  "homo_ev": [-25.32, -26.09],
  "multiplicity": 3
}

No. 7
{
  "formula": "H13NO5",
  "method": "wB97M-V/def2-TZVPD",
  "elements": ["N", "H", "H", "H", "H", "H", "O", "H", "H", "O", "H", "H", "O", "H", "H", "O", "H", "H", "O"],
  "coordinates": [[1.231, 0.904, -1.251], [0.601, 0.359, -1.863], [2.040, 1.049, -1.871], [0.736, 1.826, -1.230], [-0.779, -2.159, -0.059], [-0.135, -1.308, -1.056], [-1.022, -1.552, -0.778], [1.505, -3.269, 0.832], [1.058, -1.939, 1.271], [0.698, -2.855, 1.167], [1.608, 0.248, 0.223], [1.942, 0.429, 1.646], [1.390, -0.212, 1.133], [-1.602, 2.426, 0.772], [-0.428, 1.883, 1.431], [-0.628, 2.524, 0.734], [-3.271, 0.405, -0.951], [-2.118, 0.350, 0.099], [-2.826, 0.893, -0.251]],
  "mulliken_spin": [0.3168, -0.0070, -0.0025, -0.0032, -0.0070, -0.0116, 0.2222, -0.0011, -0.0088, 0.0383, -0.0232, -0.0122, 0.3670, -0.0030, -0.0040, 0.0760, -0.0019, -0.0036, 0.0689],
  "s2": 0.7569,
  "lumo_ev": [-3.784, -11.403],
  "orbital_gap_ev": [11.616, 3.457],
  "charge": 1,
  "de_lowest_kj_mol": 180.5,
  "molar_mass_g_mol": 107.11,
  "largest_force_ev_per_a": 2.7,
  "homo_ev": [-15.40, -14.86],
  "multiplicity": 2
}

No. 8
{
  "formula": "H13O6",
  "method": "wB97M-V/def2-TZVPD",
  "elements": ["O", "H", "H", "O", "H", "H", "O", "H", "H", "O", "H", "H", "O", "H", "H", "O", "H", "H", "H"],
  "coordinates": [[1.639, 0.822, -0.608], [2.528, 0.818, -0.957], [1.191, 0.056, -0.994], [-0.225, 2.580, 0.397], [0.070, 3.448, 0.356], [0.581, 2.102, 0.086], [-0.539, 0.708, 2.415], [-0.759, 1.356, 1.703], [-0.607, 1.240, 3.183], [0.438, -2.079, -0.830], [0.316, -2.972, -1.230], [0.002, -1.599, -1.585], [-0.820, -0.434, -2.421], [-1.139, 0.193, -1.824], [-1.322, -0.303, -3.273], [-0.188, -1.487, 1.460], [0.059, -1.881, 0.505], [-0.903, -2.023, 1.737], [-0.323, -0.546, 1.883]],
  "lowdin_charge": [-0.0220, 0.0736, 0.0226, -0.0378, 0.0240, 0.0237, 0.0323, 0.0679, 0.0884, -0.0145, 0.1309, 0.0407, -0.0093, 0.0325, 0.1285, 0.1766, 0.0742, 0.1166, 0.0509],
  "lumo_ev": -3.174,
  "orbital_gap_ev": 11.897,
  "charge": 1,
  "de_lowest_kj_mol": 77.7,
  "molar_mass_g_mol": 109.10,
  "largest_force_ev_per_a": 3.1,
  "homo_ev": -15.07,
  "multiplicity": 1
}

No. 9
{
  "formula": "H13O6",
  "method": "wB97M-V/def2-TZVPD",
  "elements": ["O", "H", "H", "H", "O", "H", "H", "O", "H", "H", "O", "H", "H", "O", "H", "H", "O", "H", "H"],
  "coordinates": [[40.082, 43.476, 39.942], [40.711, 43.503, 39.254], [40.240, 44.269, 40.686], [40.499, 42.833, 40.495], [40.115, 41.576, 41.812], [40.827, 41.393, 42.525], [39.912, 40.956, 41.195], [42.554, 42.289, 39.103], [42.957, 41.422, 39.368], [42.863, 42.280, 38.271], [39.377, 45.144, 42.224], [39.568, 44.444, 42.822], [38.495, 45.117, 42.012], [41.214, 44.348, 37.377], [42.134, 44.599, 37.198], [40.939, 43.953, 36.542], [41.349, 45.762, 40.517], [41.545, 46.361, 39.808], [41.212, 46.419, 41.259]],
  "lowdin_charge": [0.2101, 0.0445, 0.1837, 0.0510, -0.0150, 0.1424, 0.0031, -0.0022, 0.1000, -0.0257, 0.0297, 0.0552, 0.0318, -0.0346, 0.0669, 0.0665, -0.0586, 0.0530, 0.0983],
  "lumo_ev": -3.070,
  "orbital_gap_ev": 12.412,
  "charge": 1,
  "de_lowest_kj_mol": 185.9,
  "molar_mass_g_mol": 109.10,
  "largest_force_ev_per_a": 6.5,
  "homo_ev": -15.48,
  "multiplicity": 1
}

No. 10
{
  "formula": "H13O6S",
  "method": "wB97M-V/def2-TZVPD",
  "elements": ["S", "H", "H", "H", "O", "H", "H", "O", "H", "H", "O", "H", "H", "O", "H", "H", "O", "H", "H", "O"],
  "coordinates": [[2.524, 1.700, -0.819], [3.123, 2.738, -0.227], [1.621, -0.191, 0.381], [2.130, -1.480, -0.150], [1.547, -1.153, 0.545], [0.375, -0.807, 2.155], [-0.349, 0.462, 2.228], [-0.435, -0.453, 2.551], [-0.384, -2.269, 0.280], [-0.324, -2.695, -1.140], [-0.939, -2.692, -0.397], [-2.826, 0.198, -1.212], [-2.577, -0.576, 0.008], [-3.318, -0.153, -0.454], [0.713, 1.987, 0.499], [-0.798, 2.091, 0.194], [-0.188, 1.899, 0.915], [0.737, 0.773, -1.857], [-0.565, 0.306, -1.338], [-0.068, 0.314, -2.164]],
  "lowdin_charge": [0.1098, -0.3640, -0.0747, 0.0455, -0.1172, -0.0111, -0.0065, -0.0922, 0.0044, 0.0280, -0.0720, 0.0231, 0.0198, -0.0691, -0.0841, 0.0302, -0.1295, -0.1141, -0.0134, -0.1129],
  "lumo_ev": 3.394,
  "orbital_gap_ev": 7.982,
  "charge": -1,
  "de_lowest_kj_mol": 45.5,
  "molar_mass_g_mol": 141.16,
  "largest_force_ev_per_a": 1.0,
  "homo_ev": -4.59,
  "multiplicity": 1
}

No. 11
{
  "formula": "H13O6S",
  "method": "wB97M-V/def2-TZVPD",
  "elements": ["S", "H", "H", "H", "O", "H", "H", "O", "H", "H", "O", "H", "H", "O", "H", "H", "O", "H", "H", "O"],
  "coordinates": [[2.515, -0.944, 0.092], [2.497, -2.230, -0.258], [0.816, 0.000, 1.424], [-0.128, 0.953, 2.132], [0.251, 0.074, 2.224], [-1.086, -0.052, -1.392], [-1.358, -0.902, -0.164], [-1.607, -0.048, -0.574], [-1.501, 2.872, 0.485], [-1.796, 1.374, 0.621], [-2.006, 2.244, 1.005], [0.845, -0.360, -3.202], [0.722, -1.085, -1.876], [0.195, -0.780, -2.635], [0.017, -2.280, 0.691], [-0.779, -1.494, 1.682], [-0.902, -2.160, 0.976], [1.777, 1.454, -0.081], [0.560, 1.406, -0.908], [0.967, 1.959, -0.243]],
  "lowdin_charge": [0.0563, -0.3892, -0.0967, 0.0180, -0.1195, 0.0013, 0.0015, -0.0883, 0.0157, -0.0183, -0.0887, 0.0425, -0.0344, -0.0915, 0.0058, 0.0258, -0.0911, -0.0497, -0.0051, -0.0944],
  "lumo_ev": 3.419,
  "orbital_gap_ev": 7.819,
  "charge": -1,
  "de_lowest_kj_mol": 13.3,
  "molar_mass_g_mol": 141.16,
  "largest_force_ev_per_a": 0.5,
  "homo_ev": -4.40,
  "multiplicity": 1
}

No. 12
{
  "formula": "H14IO7",
  "method": "wB97M-V/def2-TZVPD",
  "elements": ["I", "O", "H", "H", "O", "H", "H", "O", "H", "H", "O", "H", "H", "O", "H", "H", "O", "H", "H", "O", "H", "H"],
  "coordinates": [[-11.580, 29.643, 7.363], [-10.660, 29.257, 3.893], [-10.659, 28.401, 4.345], [-10.629, 29.829, 4.663], [-8.364, 29.897, 6.087], [-7.863, 29.972, 6.856], [-9.230, 29.757, 6.522], [-13.375, 28.844, 4.439], [-14.232, 28.684, 4.863], [-12.886, 29.263, 5.179], [-10.727, 26.916, 9.652], [-10.505, 26.333, 8.956], [-10.658, 27.678, 9.105], [-10.680, 26.961, 5.217], [-10.570, 27.404, 6.041], [-11.540, 26.521, 5.323], [-8.775, 29.560, 9.936], [-9.487, 29.496, 9.330], [-8.492, 28.640, 9.884], [-13.876, 26.859, 8.384], [-14.743, 26.833, 7.938], [-13.519, 27.657, 8.031]],
  "lowdin_charge": [0.3118, -0.1169, -0.0482, -0.0614, -0.0981, -0.0237, -0.1469, -0.1362, 0.0197, -0.1301, -0.0600, 0.0079, -0.1203, -0.0755, -0.0663, 0.0676, -0.0745, -0.1120, 0.0290, -0.0929, 0.0345, -0.1076],
  "lumo_ev": 2.883,
  "orbital_gap_ev": 8.603,
  "charge": -1,
  "de_lowest_kj_mol": 76.4,
  "molar_mass_g_mol": 253.01,
  "largest_force_ev_per_a": 2.8,
  "homo_ev": -5.72,
  "multiplicity": 1
}